{"formula": "C47H118AsF12N7O19S", "method": "ωB97M-V/def2-TZVPD", "symbols": ["C", "F", "F", "F", "S", "O", "O", "O", "C", "O", "C", "C", "N", "H", "H", "C", "C", "O", "C", "H", "H", "H", "H", "H", "H", "H", "H", "H", "H", "H", "H", "H", "H", "C", "O", "C", "C", "N", "H", "H", "C", "C", "O", "C", "H", "H", "H", "H", "H", "H", "H", "H", "H", "H", "H", "H", "H", "H", "C", "O", "C", "C", "N", "H", "H", "C", "C", "O", "C", "H", "H", "H", "H", "H", "H", "H", "H", "H", "H", "H", "H", "H", "H", "C", "O", "C", "C", "N", "H", "H", "C", "C", "O", "C", "H", "H", "H", "H", "H", "H", "H", "H", "H", "H", "H", "H", "H", "H", "C", "O", "C", "C", "N", "H", "H", "C", "C", "O", "C", "H", "H", "H", "H", "H", "H", "H", "H", "H", "H", "H", "H", "H", "H", "C", "O", "C", "C", "N", "H", "H", "C", "C", "O", "C", "H", "H", "H", "H", "H", "H", "H", "H", "H", "H", "H", "H", "H", "H", "C", "O", "C", "C", "N", "H", "H", "C", "C", "O", "C", "H", "H", "H", "H", "H", "H", "H", "H", "H", "H", "H", "H", "H", "H", "C", "O", "O", "C", "F", "F", "F", "C", "C", "H", "H", "H", "H", "H", "H", "As", "F", "F", "F", "F", "F", "F"], "positions_angstrom": [[19.005, 12.495, 20.032], [18.482, 12.335, 21.262], [18.643, 13.646, 19.562], [20.322, 12.348, 20.083], [18.483, 11.086, 18.961], [19.601, 10.105, 19.139], [17.152, 10.827, 19.408], [18.486, 11.575, 17.569], [21.373, 12.054, 15.164], [22.195, 11.786, 16.254], [23.367, 11.017, 15.903], [24.494, 11.361, 16.904], [24.174, 10.829, 18.216], [23.259, 11.156, 18.564], [23.878, 9.120, 18.563], [25.188, 11.245, 19.236], [26.647, 11.392, 18.689], [26.826, 12.735, 18.315], [28.160, 13.099, 18.168], [20.482, 12.594, 15.520], [20.983, 11.070, 14.835], [21.751, 12.526, 14.259], [23.737, 11.276, 14.914], [23.141, 9.937, 15.916], [24.556, 12.443, 16.789], [25.365, 10.852, 16.608], [25.208, 10.517, 20.105], [25.008, 12.235, 19.673], [26.817, 10.727, 17.816], [27.325, 11.037, 19.501], [28.662, 12.291, 17.686], [28.662, 13.116, 19.157], [28.307, 13.958, 17.636], [26.838, 18.847, 24.903], [26.953, 17.437, 24.965], [28.223, 16.943, 24.757], [28.140, 15.466, 24.793], [27.347, 15.055, 23.624], [26.422, 15.566, 23.672], [27.798, 15.322, 22.735], [27.107, 13.610, 23.628], [28.452, 12.921, 23.265], [28.979, 13.696, 22.264], [30.341, 13.398, 21.911], [26.972, 19.161, 23.840], [27.520, 19.386, 25.568], [25.870, 19.260, 25.241], [29.016, 17.322, 25.461], [28.551, 17.322, 23.740], [27.622, 15.128, 25.779], [29.140, 15.082, 24.681], [26.484, 13.503, 22.748], [26.594, 13.149, 24.507], [28.325, 11.934, 22.861], [29.108, 12.865, 24.155], [30.465, 12.368, 21.747], [31.016, 13.614, 22.855], [30.433, 13.971, 20.958], [21.201, 21.092, 11.899], [21.710, 20.777, 10.743], [23.110, 20.183, 10.548], [23.096, 19.177, 9.439], [22.711, 20.214, 8.185], [22.178, 21.082, 8.414], [23.597, 20.591, 7.768], [22.204, 19.704, 6.828], [20.772, 19.088, 6.803], [19.623, 19.912, 6.476], [18.671, 19.488, 5.942], [21.904, 21.783, 12.300], [22.173, 20.144, 12.827], [20.131, 21.014, 12.080], [23.200, 19.338, 11.303], [23.851, 20.935, 10.390], [22.167, 18.494, 9.659], [24.042, 18.523, 9.385], [23.048, 19.085, 6.555], [22.170, 20.553, 6.168], [20.468, 18.375, 7.402], [21.051, 18.225, 5.971], [17.824, 20.308, 6.028], [18.570, 18.630, 5.274], [16.002, 21.416, 3.821], [18.481, 9.544, 15.593], [19.139, 8.732, 16.496], [20.502, 8.564, 16.485], [20.670, 7.327, 17.280], [20.502, 7.496, 18.700], [21.168, 8.140, 19.076], [19.625, 7.980, 18.741], [20.562, 6.282, 19.477], [20.082, 6.452, 20.860], [18.741, 6.940, 20.866], [17.789, 6.038, 21.510], [18.783, 9.272, 14.594], [18.589, 10.636, 15.746], [17.442, 9.300, 15.714], [21.059, 9.397, 16.936], [20.772, 8.327, 15.466], [21.671, 6.967, 17.038], [19.867, 6.669, 16.969], [21.607, 5.855, 19.408], [19.833, 5.527, 19.019], [20.818, 7.197, 21.310], [20.186, 5.488, 21.387], [17.852, 5.051, 21.009], [16.783, 6.424, 21.398], [18.097, 5.945, 22.550], [17.930, 19.563, 25.874], [18.521, 18.266, 25.591], [19.869, 18.197, 26.012], [20.491, 17.025, 25.269], [20.321, 17.200, 23.797], [20.391, 18.156, 23.437], [21.085, 16.664, 23.380], [19.003, 16.554, 23.263], [18.852, 16.877, 21.735], [18.754, 18.279, 21.600], [18.101, 18.725, 20.443], [17.728, 20.045, 24.949], [18.529, 20.204, 26.512], [17.005, 19.398, 26.460], [19.807, 17.934, 27.068], [20.404, 19.128, 25.713], [20.011, 16.050, 25.514], [21.505, 17.000, 25.457], [18.234, 17.064, 23.827], [19.107, 15.557, 23.559], [17.865, 16.439, 21.535], [19.641, 16.431, 21.121], [17.217, 18.065, 20.213], [18.831, 18.679, 19.573], [17.882, 19.759, 20.615], [11.587, 7.342, 22.888], [11.304, 6.684, 21.622], [12.185, 5.661, 21.297], [11.421, 4.727, 20.383], [10.192, 4.366, 21.135], [10.513, 3.767, 21.903], [9.906, 5.267, 21.513], [8.998, 3.690, 20.388], [7.713, 4.515, 20.563], [8.068, 5.851, 20.593], [7.018, 6.811, 20.650], [12.679, 7.499, 23.010], [11.290, 6.751, 23.784], [10.984, 8.235, 22.863], [12.617, 5.165, 22.261], [13.077, 5.992, 20.772], [11.933, 3.835, 20.059], [11.052, 5.289, 19.490], [8.945, 2.754, 20.874], [9.332, 3.599, 19.362], [7.172, 4.337, 21.521], [7.086, 4.224, 19.702], [7.462, 7.810, 20.614], [6.431, 6.743, 21.608], [6.376, 6.758, 19.737], [14.929, 11.074, 16.411], [14.884, 12.501, 16.466], [16.121, 13.151, 16.346], [16.033, 14.441, 17.127], [14.799, 15.278, 16.579], [15.050, 16.225, 16.329], [14.597, 14.834, 15.696], [13.622, 15.209, 17.438], [12.563, 16.209, 16.850], [12.671, 16.018, 15.456], [11.703, 16.724, 14.646], [13.915, 10.697, 16.206], [15.264, 10.690, 17.358], [15.593, 10.692, 15.637], [16.312, 13.378, 15.310], [16.961, 12.514, 16.725], [16.850, 15.148, 17.134], [15.793, 14.126, 18.164], [13.906, 15.563, 18.415], [13.247, 14.156, 17.518], [12.834, 17.220, 17.243], [11.552, 15.887, 17.211], [12.055, 16.855, 13.588], [11.412, 17.713, 15.086], [10.817, 16.170, 14.571], [24.536, 7.585, 19.581], [24.866, 8.074, 20.800], [23.507, 8.249, 18.924], [25.686, 7.488, 18.435], [25.074, 7.354, 17.316], [26.615, 8.481, 18.204], [26.313, 6.386, 18.745], [23.782, 7.756, 21.713], [24.407, 7.855, 23.115], [23.753, 7.459, 23.875], [25.381, 7.278, 23.069], [24.723, 8.852, 23.394], [23.476, 6.697, 21.627], [22.976, 8.378, 21.578], [24.263, 6.458, 19.710], [23.211, 14.953, 22.443], [23.259, 13.419, 21.854], [21.954, 14.586, 23.572], [23.313, 16.703, 22.909], [24.624, 15.214, 21.377], [22.059, 15.495, 21.308], [24.377, 14.610, 23.755]], "mulliken_charge": [0.513, -0.250, -0.210, -0.205, 1.027, -0.602, -0.825, -0.905, -0.755, -0.108, -0.790, -0.777, 0.075, 0.059, 0.151, -0.391, -1.032, -0.301, -0.782, 0.056, 0.272, 0.409, 0.578, 0.133, 0.283, 0.577, 0.172, 0.485, 0.471, 0.576, 0.429, 0.053, 0.343, -0.811, -0.289, -0.707, -0.462, 0.149, 0.339, 0.430, -0.537, -0.864, -0.305, -0.828, 0.324, 0.352, 0.233, 0.472, 0.310, 0.293, 0.376, 0.172, 0.419, 0.575, 0.443, 0.359, 0.315, 0.226, -0.657, -0.314, -0.501, -0.482, -0.317, 0.456, 0.412, -0.767, -0.765, -0.237, -0.364, 0.384, 0.167, 0.263, 0.454, 0.275, 0.316, 0.388, 0.410, 0.424, 0.705, 0.395, 0.287, 0.313, -0.245, -0.696, -0.380, -0.078, -1.426, 0.902, -0.089, 0.269, -0.413, -0.481, -0.236, -0.745, 0.390, 0.066, 0.289, 0.006, 0.846, 0.424, 0.525, 0.279, 0.344, 0.071, 0.484, 0.318, 0.154, 0.352, -0.820, -0.327, -0.531, -0.595, 0.308, 0.368, -0.098, -0.928, -0.442, -0.357, -0.665, 0.278, 0.390, 0.267, 0.333, 0.467, 0.368, 0.413, 0.395, 0.645, 0.430, 0.342, 0.225, 0.267, 0.271, -0.739, -0.383, -0.454, -0.728, -0.087, 0.404, 0.379, -0.647, -0.428, -0.309, -0.753, 0.319, 0.333, 0.258, 0.352, 0.373, 0.426, 0.359, 0.364, 0.314, 0.389, 0.401, 0.255, 0.311, 0.293, -0.768, -0.293, 0.358, -0.717, -0.002, 0.412, 0.393, -0.541, -0.576, -0.321, -0.771, 0.309, 0.316, 0.261, 0.370, -0.197, 0.359, 0.296, 0.425, 0.265, 0.389, 0.362, 0.246, 0.311, 0.328, -0.185, -0.308, 0.092, 0.564, -0.257, -0.248, -0.272, 0.092, -1.403, 0.411, 0.295, 0.303, 0.264, 0.257, 0.271, 2.037, -0.377, -0.500, -0.585, -0.512, -0.465, -0.579], "total_energy_ha": -7504.87760, "total_charge": 4}